Molecular formula: C46H47AsN2P2S2Sr
Method: DFT, ωB97M-V/def2-TZVPD

Lowest unoccupied orbital energy in eV: 0.37
Energy relative to the best compared isomer or geometry (same formula, charge and spin) in kcal/mol: 7.9
Highest occupied orbital energy in eV: -7.9
Spin multiplicity: 1
Gap between HOMO and LUMO in eV: 8.263

Cartesian coordinates (Å):
Sr -0.066 1.095 0.441
S -1.283 3.127 1.714
C -1.416 3.470 0.020
N -0.844 2.812 -0.973
C -1.158 3.377 -2.201
C -0.731 2.887 -3.431
C -1.143 3.529 -4.581
C -1.976 4.650 -4.517
C -2.411 5.141 -3.300
C -1.997 4.493 -2.142
S -2.382 4.829 -0.488
H -0.094 2.012 -3.468
H -0.819 3.158 -5.544
H -2.287 5.140 -5.430
H -3.059 6.006 -3.254
N -1.660 -2.733 0.166
P -1.560 -1.948 1.683
C -3.303 -1.520 2.087
C -3.670 -0.181 2.118
C -4.997 0.192 2.298
C -5.969 -0.782 2.453
C -5.615 -2.127 2.431
C -4.293 -2.490 2.250
C -1.313 -3.354 2.811
C -0.776 -4.556 2.365
C -0.544 -5.595 3.257
C -0.833 -5.433 4.602
C -1.353 -4.227 5.056
C -1.591 -3.194 4.167
P -1.411 -1.704 -1.181
C -1.295 -2.940 -2.511
C -0.564 -4.109 -2.305
C -0.405 -5.027 -3.331
C -0.961 -4.780 -4.578
C -1.675 -3.610 -4.795
C -1.843 -2.696 -3.767
C -3.018 -0.916 -1.559
C -4.253 -1.545 -1.402
C -5.425 -0.845 -1.618
C -5.379 0.492 -2.007
C -4.161 1.124 -2.182
C -2.987 0.415 -1.953
H -2.341 -3.482 0.054
H -2.925 0.601 2.009
H -5.258 1.241 2.316
H -7.003 -0.498 2.594
H -6.372 -2.889 2.561
H -4.024 -3.542 2.249
H -0.534 -4.680 1.317
H -0.131 -6.528 2.898
H -0.652 -6.242 5.297
H -1.575 -4.093 6.106
H -2.002 -2.260 4.532
H -0.114 -4.299 -1.338
H 0.159 -5.933 -3.157
H -0.838 -5.497 -5.379
H -2.109 -3.411 -5.766
H -2.411 -1.791 -3.945
H -4.303 -2.583 -1.098
H -6.379 -1.334 -1.478
H -6.299 1.038 -2.168
H -4.115 2.161 -2.491
H -2.035 0.911 -2.097
C 4.861 -1.580 2.571
C 3.985 -0.441 3.111
C 4.816 0.847 3.180
C 3.492 -0.801 4.518
C 2.836 -0.250 2.209
C 1.907 -0.137 1.423
H 5.726 -1.736 3.220
H 5.219 -1.346 1.568
H 4.293 -2.509 2.519
H 5.664 0.714 3.855
H 4.209 1.676 3.542
H 5.197 1.111 2.193
H 4.339 -0.928 5.195
H 2.920 -1.728 4.499
H 2.848 -0.014 4.910
C 3.636 0.665 -1.431
As 1.914 0.032 -2.098
C 2.243 -1.880 -1.962
C 2.152 0.311 -4.050
C 3.476 -0.103 -4.608
C 3.685 -1.409 -5.046
C 4.920 -1.806 -5.535
C 5.969 -0.902 -5.598
C 5.771 0.403 -5.172
C 4.536 0.797 -4.683
H 4.459 0.249 -2.013
H 3.694 0.346 -0.391
H 3.679 1.754 -1.465
H 3.221 -2.132 -2.374
H 1.464 -2.436 -2.485
H 2.213 -2.130 -0.901
H 1.963 1.370 -4.240
H 1.344 -0.256 -4.522
H 2.869 -2.120 -5.004
H 5.061 -2.825 -5.870
H 6.933 -1.209 -5.982
H 6.581 1.119 -5.221
H 4.390 1.818 -4.349